{"formula": "C14H46O16", "method": "ωB97M-V/def2-TZVPD", "largest_force_ha_per_bohr": 0.0523, "de_lowest_kcal_mol": 10.7, "charge": 0, "orbital_gap_ha": 0.36600, "e_homo_ev": -9.818, "elements": ["O", "C", "C", "O", "H", "H", "H", "H", "H", "H", "O", "C", "C", "O", "H", "H", "H", "H", "H", "H", "O", "C", "C", "O", "H", "H", "H", "H", "H", "H", "O", "C", "C", "O", "H", "H", "H", "H", "H", "H", "O", "C", "C", "O", "H", "H", "H", "H", "H", "H", "O", "C", "C", "O", "H", "H", "H", "H", "H", "H", "O", "C", "C", "O", "H", "H", "H", "H", "H", "H", "O", "H", "H", "O", "H", "H"], "coordinates": [[5.617, 7.186, 15.115], [7.042, 7.020, 15.306], [7.905, 8.097, 14.630], [7.556, 8.210, 13.215], [5.530, 7.629, 14.261], [7.200, 7.036, 16.383], [7.326, 6.053, 14.896], [8.937, 7.928, 14.868], [7.738, 9.123, 14.917], [8.106, 7.527, 12.753], [8.898, 13.568, 12.143], [8.514, 14.506, 11.113], [9.239, 14.204, 9.818], [10.683, 14.273, 10.022], [8.566, 13.897, 12.993], [7.441, 14.572, 10.947], [8.878, 15.509, 11.448], [8.896, 14.911, 9.088], [9.036, 13.163, 9.519], [10.828, 14.228, 11.011], [11.613, 5.399, 10.614], [11.261, 6.557, 9.841], [10.571, 7.529, 10.710], [9.397, 6.789, 11.285], [12.451, 5.685, 11.016], [12.142, 6.954, 9.275], [10.440, 6.133, 9.147], [10.156, 8.338, 10.118], [11.204, 7.975, 11.468], [9.805, 5.932, 11.575], [9.319, 13.232, 16.699], [10.539, 12.596, 16.958], [11.030, 12.742, 18.370], [10.077, 11.999, 19.207], [8.584, 12.813, 17.199], [10.529, 11.529, 16.758], [11.212, 13.026, 16.181], [11.023, 13.723, 18.779], [12.061, 12.356, 18.477], [10.281, 11.985, 20.134], [7.360, 10.280, 6.742], [7.641, 9.157, 7.577], [7.291, 9.332, 9.042], [8.266, 10.183, 9.634], [7.965, 10.968, 6.998], [7.041, 8.319, 7.195], [8.716, 8.927, 7.536], [7.233, 8.300, 9.422], [6.367, 9.857, 9.143], [8.255, 10.266, 10.571], [9.622, 10.720, 12.237], [10.490, 10.201, 13.227], [11.856, 10.843, 13.109], [12.525, 10.296, 12.002], [9.406, 11.643, 12.451], [10.109, 10.393, 14.241], [10.437, 9.112, 13.070], [12.563, 10.700, 13.969], [11.774, 11.943, 12.992], [12.145, 10.549, 11.153], [14.108, 8.322, 12.052], [13.847, 7.172, 12.808], [14.006, 7.520, 14.316], [15.291, 8.103, 14.572], [13.383, 8.997, 12.147], [12.830, 6.801, 12.699], [14.569, 6.391, 12.547], [13.918, 6.645, 15.003], [13.204, 8.272, 14.498], [15.486, 8.559, 13.737], [11.450, 11.067, 9.553], [10.787, 10.382, 9.375], [10.950, 11.864, 9.764], [8.282, 14.955, 14.724], [8.672, 14.505, 15.492], [7.997, 15.823, 15.042]]}

=====

{"formula": "C14H47HgN12O13", "method": "ωB97M-V/def2-TZVPD", "largest_force_ha_per_bohr": 0.1256, "s_squared": 1.159, "charge": 2, "spin_multiplicity": 2, "orbital_gap_ha": [0.13913, 0.10792], "e_homo_ev": [-13.585, -13.584], "elements": ["Hg", "C", "C", "O", "H", "H", "H", "H", "H", "C", "C", "O", "O", "H", "H", "H", "H", "H", "H", "C", "C", "O", "O", "H", "H", "H", "H", "H", "H", "C", "C", "O", "O", "H", "H", "H", "H", "H", "H", "C", "O", "N", "N", "H", "H", "H", "H", "C", "O", "N", "N", "H", "H", "H", "H", "C", "O", "N", "N", "H", "H", "H", "H", "C", "O", "N", "N", "H", "H", "H", "H", "C", "O", "N", "N", "H", "H", "H", "H", "C", "O", "N", "N", "H", "H", "H", "H"], "coordinates": [[-22.847, 2.085, 6.590], [-21.434, -2.246, 5.538], [-22.266, -1.142, 6.218], [-22.414, 0.054, 5.409], [-21.992, -2.703, 4.720], [-21.127, -2.952, 6.309], [-20.619, -1.706, 5.055], [-21.706, -0.871, 7.113], [-23.218, -1.595, 6.496], [-22.610, -4.925, 10.389], [-22.611, -4.090, 9.142], [-23.307, -4.605, 8.085], [-21.921, -6.142, 10.226], [-23.600, -5.310, 10.635], [-22.202, -4.428, 11.269], [-21.563, -3.958, 8.873], [-22.949, -3.077, 9.358], [-22.795, -4.378, 7.304], [-21.961, -6.685, 11.016], [-20.369, 0.703, 11.625], [-20.414, -0.111, 10.309], [-21.132, -1.272, 10.536], [-19.874, -0.126, 12.705], [-21.369, 1.050, 11.884], [-19.837, 1.630, 11.411], [-19.359, -0.333, 10.144], [-20.791, 0.352, 9.397], [-20.596, -1.782, 11.148], [-19.898, 0.493, 13.438], [-16.678, 1.373, 4.239], [-16.900, 0.299, 5.287], [-18.036, -0.536, 5.043], [-16.293, 0.816, 2.970], [-16.130, 2.248, 4.589], [-17.665, 1.734, 3.949], [-17.001, 0.692, 6.299], [-15.971, -0.270, 5.283], [-18.734, 0.122, 5.008], [-16.611, 1.412, 2.288], [-22.118, 3.247, 3.803], [-22.839, 3.308, 4.798], [-21.932, 4.070, 2.853], [-21.392, 2.230, 3.549], [-22.567, 4.853, 2.910], [-21.272, 3.778, 2.147], [-20.650, 2.152, 2.869], [-21.561, 1.440, 4.156], [-26.603, -2.093, 8.253], [-27.696, -2.228, 7.693], [-25.552, -1.546, 7.681], [-26.360, -2.235, 9.515], [-25.737, -1.265, 6.729], [-24.702, -1.389, 8.203], [-25.467, -1.981, 9.911], [-27.017, -2.632, 10.172], [-20.614, -1.323, 1.922], [-20.245, -1.175, 0.766], [-20.325, -2.350, 2.639], [-21.531, -0.552, 2.558], [-20.729, -2.456, 3.559], [-19.812, -3.146, 2.290], [-21.974, 0.233, 2.101], [-21.767, -0.793, 3.510], [-17.589, -2.159, 8.727], [-17.501, -2.352, 9.915], [-18.714, -2.006, 8.068], [-16.588, -2.026, 7.868], [-19.544, -1.989, 8.643], [-18.789, -1.498, 7.198], [-15.691, -2.261, 8.269], [-16.836, -1.955, 6.892], [-21.590, -5.990, 4.702], [-22.375, -6.938, 4.696], [-21.222, -5.309, 3.678], [-20.771, -5.608, 5.653], [-21.672, -5.385, 2.777], [-20.504, -4.624, 3.866], [-19.993, -5.031, 5.368], [-20.744, -6.155, 6.502], [-25.812, -0.429, 3.797], [-25.831, -0.642, 4.959], [-26.811, -0.631, 2.934], [-24.646, -0.180, 3.284], [-27.700, -0.936, 3.304], [-26.618, -0.575, 1.944], [-23.906, -0.251, 3.967], [-24.609, -0.054, 2.283]]}

=====

{"formula": "C14H47NO10", "method": "ωB97M-V/def2-TZVPD", "largest_force_ha_per_bohr": 0.0490, "de_lowest_kcal_mol": 0.0, "charge": 0, "orbital_gap_ha": 0.33096, "e_homo_ev": -8.465, "elements": ["C", "C", "C", "C", "C", "C", "C", "C", "C", "N", "O", "H", "H", "H", "H", "H", "H", "H", "H", "H", "H", "H", "H", "H", "H", "H", "H", "H", "H", "H", "C", "O", "H", "H", "H", "H", "C", "O", "H", "H", "H", "H", "C", "O", "H", "H", "H", "H", "C", "O", "H", "H", "H", "H", "C", "O", "H", "H", "H", "H", "O", "H", "H", "O", "H", "H", "O", "H", "H", "O", "H", "H"], "coordinates": [[1.867, 3.083, 0.490], [1.344, 3.602, -0.822], [0.269, 4.605, -0.469], [2.422, 4.324, -1.582], [3.427, 3.297, -2.101], [2.694, 2.261, -2.948], [1.532, 1.558, -2.365], [0.667, 0.849, -3.485], [2.000, 0.430, -1.469], [0.729, 2.581, -1.765], [-0.452, 2.007, -1.203], [2.971, 2.866, 0.402], [1.344, 2.152, 0.870], [1.634, 3.847, 1.343], [0.030, 5.161, -1.347], [0.710, 5.302, 0.214], [-0.595, 4.141, -0.061], [2.015, 4.860, -2.451], [2.910, 5.046, -0.928], [3.845, 2.769, -1.259], [4.322, 3.735, -2.675], [3.393, 1.549, -3.281], [2.348, 2.745, -3.844], [0.048, 0.015, -3.040], [0.077, 1.586, -4.015], [1.415, 0.463, -4.230], [2.613, 0.758, -0.656], [1.222, -0.199, -1.062], [2.687, -0.287, -2.085], [-0.088, 1.175, -0.790], [-1.331, -2.373, -2.434], [-1.941, -1.649, -1.366], [-0.227, -2.124, -2.440], [-1.500, -3.454, -2.300], [-1.754, -1.984, -3.349], [-1.556, -2.054, -0.544], [-1.229, 0.570, 2.173], [-0.603, -0.633, 1.690], [-1.710, 0.397, 3.123], [-0.464, 1.362, 2.242], [-1.945, 0.896, 1.367], [0.345, -0.526, 1.843], [-3.761, 1.522, -0.994], [-3.534, 0.345, -0.248], [-3.050, 2.345, -0.669], [-3.469, 1.279, -2.027], [-4.813, 1.698, -1.038], [-2.959, -0.227, -0.769], [1.648, -3.524, 1.789], [2.074, -3.956, 3.075], [2.378, -2.938, 1.253], [1.641, -4.369, 1.150], [0.612, -3.105, 1.750], [2.053, -3.200, 3.709], [-2.819, -5.319, 0.551], [-2.116, -4.087, 0.883], [-2.093, -6.015, 0.182], [-3.474, -5.588, 1.385], [-3.494, -5.135, -0.292], [-2.726, -3.326, 0.896], [0.865, -1.705, 4.511], [1.079, -1.449, 5.378], [0.091, -2.271, 4.418], [-1.420, -2.914, 3.643], [-1.865, -2.093, 3.346], [-1.334, -3.375, 2.820], [2.217, -0.524, 2.290], [2.890, -1.011, 1.823], [1.937, -1.031, 3.031], [-3.777, -1.861, 1.777], [-3.539, -0.976, 1.463], [-4.727, -1.898, 1.523]]}

=====

| no. | calculated total energy (eV) |
| --- | --- |
| 1 | -48020.80211 |
| 2 | -63932.79778 |
| 3 | -37242.27354 |